# 1
This record from the OMol25 dataset describes a 5-piece molecular cluster, C37H51F2NO16S overall. The level of theory is ωB97M-V/def2-TZVPD.

Each line ends with the Mulliken charge.
Element x y z (Å)
C  -0.728367  -2.105190  0.411366  -1.038
C  -1.928009  -1.180981  -0.027515  -0.079
C  -1.620642  0.377507  0.145022  -0.081
F  -2.621288  1.056845  0.884426  -0.386
C  -1.539641  1.016735  -1.269348  -0.002
C  -2.745256  1.149098  -2.128709  0.318
C  -4.162990  0.688321  -1.617311  -0.396
C  -4.836873  1.971900  -0.941254  -0.664
C  -5.595504  1.649725  0.391772  -0.441
C  -6.233860  2.971643  1.020659  -0.530
N  -6.293896  2.915815  2.513085  -0.623
C  -2.667574  1.743667  -3.480704  0.527
S  -4.158573  1.928089  -4.533656  -0.223
C  -1.404038  2.256101  -4.063962  0.376
C  -1.285460  2.891100  -5.475838  -1.472
C  -0.219730  2.130071  -3.195872  0.625
C  -0.282746  1.526830  -1.842660  0.305
C  1.051373  1.486884  -1.018100  -0.123
O  1.381999  0.563708  -0.316580  -0.608
C  1.961950  2.755084  -1.221904  0.951
C  2.696995  3.307314  0.038939  -0.981
C  4.108300  2.667393  0.317103  -0.356
F  4.099173  1.262755  0.269644  -0.317
C  2.017875  3.307794  -2.469159  0.491
C  2.851227  4.591742  -2.773471  -0.776
O  4.078280  4.358505  -3.473320  -0.364
O  4.763155  3.422139  -2.720080  -0.195
C  1.186690  2.666907  -3.638737  -0.732
O  1.624272  2.573604  -4.760554  -0.557
H  -0.911105  -2.528284  1.438059  0.254
H  0.228394  -1.525355  0.447919  0.308
H  -0.557843  -2.969034  -0.285032  0.270
H  -2.067557  -1.344817  -1.133399  0.259
H  -2.886549  -1.456969  0.477984  -0.046
H  -0.674742  0.438254  0.733960  0.561
H  -4.808792  0.343527  -2.468909  0.771
H  -4.091378  -0.153084  -0.887504  -0.561
H  -4.077691  2.780984  -0.731793  0.418
H  -5.583105  2.442887  -1.647949  0.386
H  -4.962996  1.208605  1.200679  0.168
H  -6.457004  0.931327  0.248093  0.260
H  -7.252650  3.155645  0.595857  0.349
H  -5.575730  3.844635  0.748481  0.308
H  -5.616131  3.603939  2.849759  0.226
H  -7.197793  3.295707  2.816576  0.242
H  -4.807119  2.986353  -3.918235  0.160
H  -0.391883  3.577018  -5.497232  0.330
H  -1.167783  2.142364  -6.301727  0.275
H  -2.168768  3.565457  -5.663584  0.417
H  2.050660  3.029910  0.922701  0.018
H  2.704939  4.427952  0.026012  0.618
H  4.847120  3.139071  -0.376580  0.190
H  4.400815  2.991108  1.358437  0.313
H  2.218753  5.230162  -3.457821  0.344
H  2.984098  5.204298  -1.839499  0.262
H  4.888858  2.643088  -3.292899  0.300
C  -5.304504  -6.727092  1.826851  -1.456
C  -4.665091  -5.500564  1.218957  0.563
C  -3.786603  -4.746061  2.171764  -0.259
O  -3.868976  -3.410055  1.674956  -0.288
C  -5.069041  -3.300999  1.038037  0.596
O  -5.542734  -2.271842  0.671385  -0.513
O  -5.651514  -4.520434  0.880320  -0.356
H  -5.920751  -7.239252  1.084849  0.375
H  -4.550178  -7.425175  2.194590  0.335
H  -5.968913  -6.456652  2.650365  0.365
H  -4.125991  -5.769453  0.304500  0.218
H  -2.756529  -5.101228  2.154786  0.029
H  -4.150168  -4.756345  3.202656  0.336
C  0.972742  2.452720  5.250483  -1.421
C  1.343137  3.827686  4.743651  0.428
C  0.354786  4.899283  5.113426  -0.513
O  0.507361  5.836393  4.046858  -0.359
C  0.941623  5.135920  2.964647  0.626
O  0.990157  5.569300  1.856995  -0.493
O  1.310450  3.872900  3.314604  -0.250
H  1.732869  1.725033  4.959243  0.361
H  0.881599  2.443991  6.337902  0.390
H  0.031619  2.114008  4.811674  0.337
H  2.355575  4.088976  5.068091  0.248
H  0.584516  5.365006  6.071307  0.317
H  -0.681670  4.550724  5.125523  0.316
C  7.591012  0.343516  -4.378346  -1.433
C  8.137289  0.234856  -2.972858  0.524
C  7.955933  1.482072  -2.152309  -0.179
O  9.052185  1.411475  -1.242215  -0.330
C  10.030777  0.690028  -1.857606  0.581
O  11.148097  0.598855  -1.461741  -0.529
O  9.559134  0.090430  -2.986572  -0.359
H  7.742659  -0.594123  -4.916579  0.366
H  6.523320  0.571047  -4.371186  0.354
H  8.115802  1.116639  -4.943760  0.360
H  7.712052  -0.639714  -2.469921  0.242
H  7.007934  1.491011  -1.613392  0.119
H  8.044417  2.404237  -2.734063  0.280
C  0.967892  -8.398012  0.567663  -1.485
C  0.311915  -7.470154  1.564167  0.625
C  1.043562  -7.368459  2.873999  -0.484
O  -0.009732  -7.063303  3.788313  -0.323
C  -1.152790  -7.578415  3.261107  0.665
O  -2.185050  -7.671314  3.852659  -0.525
O  -0.962777  -7.975531  1.973413  -0.347
H  0.396437  -8.419052  -0.362367  0.356
H  1.986797  -8.078953  0.342413  0.386
H  0.990794  -9.423189  0.943496  0.365
H  0.157354  -6.483380  1.115322  0.162
H  1.793179  -6.577762  2.871845  0.323
H  1.514176  -8.305446  3.184461  0.309

Force components x, y, z for each atom (eV/Å):
C -0.015 0.072 0.539
C 0.186 0.012 -0.726
C 0.056 -0.955 -0.602
F 0.634 -0.577 -0.434
C 0.568 1.383 -2.295
C 0.548 -0.106 -0.775
C 0.489 1.051 0.031
C -0.535 -0.148 0.386
C -0.997 0.590 0.609
C 0.710 -0.114 -0.486
N -0.387 0.694 -0.406
C 1.623 0.499 1.007
S 0.255 0.320 0.778
C 0.483 -1.189 2.088
C 0.015 0.920 0.602
C -0.963 -0.386 0.500
C -1.252 0.168 -0.488
C -0.238 1.076 -1.276
O -0.350 0.490 -0.110
C -0.200 0.115 -0.392
C -0.857 -1.351 0.329
C -0.212 1.685 0.570
F 0.103 1.233 -0.256
C -0.109 -0.184 0.412
C -1.615 0.117 -0.222
O -1.379 0.741 -0.439
O 1.426 -1.162 0.957
C -0.429 -0.287 1.548
O -0.215 0.288 0.461
H 0.190 0.409 -0.919
H -0.783 -0.472 -0.088
H -0.353 0.817 0.552
H -0.097 0.101 1.109
H 0.884 0.316 -0.289
H -0.776 0.413 -0.647
H 0.822 0.342 0.737
H 0.028 0.856 -0.510
H -0.588 -0.975 -0.172
H 0.767 -0.557 0.551
H -0.228 0.339 -0.941
H 1.049 0.546 -0.121
H 0.840 -0.139 0.288
H -0.666 -0.735 -0.102
H -0.201 -0.462 0.086
H 0.431 -0.332 -0.093
H 0.708 -0.808 -0.192
H -0.823 -0.940 -0.028
H -0.234 0.608 0.858
H 0.727 -1.024 0.076
H 0.582 0.320 -0.915
H 0.379 -1.102 0.003
H -0.455 -1.045 0.309
H -0.259 -0.579 -0.941
H 0.914 -0.616 0.438
H 0.226 -0.791 -0.804
H -0.423 0.487 -0.117
C -0.411 -0.122 -0.202
C -0.256 -0.973 0.310
C 0.571 -0.018 0.241
O -0.401 0.023 -0.209
C -0.275 0.317 -0.143
O 0.199 -0.216 0.047
O 0.375 0.579 0.026
H 0.106 -0.010 0.009
H 0.048 0.103 -0.024
H 0.166 0.094 0.029
H 0.037 0.104 0.032
H -0.005 0.194 -0.014
H -0.076 -0.128 -0.069
C 0.123 -0.313 -0.343
C -0.125 -0.805 0.586
C -0.064 0.308 0.402
O 0.129 -0.271 -0.353
C -0.035 0.181 -0.340
O 0.028 -0.092 0.217
O -0.084 0.584 -0.127
H 0.001 0.057 0.106
H 0.040 0.075 -0.042
H -0.028 0.161 0.067
H -0.056 0.103 -0.033
H -0.004 0.146 -0.152
H 0.082 -0.141 -0.029
C 0.316 -0.220 -0.267
C -0.532 0.006 -0.746
C -0.403 0.198 0.323
O 0.264 -0.225 -0.248
C 0.464 -0.021 0.170
O -0.277 0.011 -0.094
O 0.098 0.217 0.507
H -0.118 0.027 0.056
H 0.030 -0.048 0.064
H -0.058 0.074 0.154
H 0.030 0.079 0.084
H 0.148 0.025 0.146
H -0.006 -0.107 -0.120
C -0.351 -0.219 -0.235
C 0.592 -0.373 -0.691
C 0.397 0.304 0.169
O -0.381 -0.192 -0.188
C -0.447 -0.091 0.360
O 0.348 0.113 -0.317
O -0.116 0.281 0.530
H 0.098 0.075 0.017
H -0.060 0.060 0.045
H 0.068 0.107 0.127
H 0.002 0.016 0.117
H -0.139 0.032 0.155
H -0.059 -0.039 -0.147

Summary:
- maximum force (eV/Å) = 2.7
- HOMO energy (eV) = -8.899
- molecular weight (g/mol) = 835.9
- charge = 0
- structure (SMILES) = CC[C@H](F)c1c(CCCCN)c(S)c(C)c2c1C(=O)C(CCF)=C(COO)C2=O.C[C@@H]1COC(=O)O1.C[C@@H]1COC(=O)O1.C[C@@H]1COC(=O)O1.C[C@@H]1COC(=O)O1
- Kohn-Sham gap (eV) = 8.19

***

# 2
This record from the OMol25 dataset describes the molecule CH2N2OS. The level of theory is ωB97M-V/def2-TZVPD.

Each line ends with the natural charge from an NBO analysis.
Element x y z (Å)
C  0.174656  1.814559  -1.099813  -0.120
N  0.549233  3.414617  -0.617126  -0.155
N  1.109910  -0.529295  -0.234326  -1.062
O  -0.120561  -0.422632  -2.388528  -0.871
S  0.003713  0.086707  -1.071020  1.799
H  1.165027  -0.259529  0.731218  0.394
H  -1.269469  0.042145  -0.465753  0.015

Force components x, y, z for each atom (eV/Å):
C 2.660 12.289 3.155
N -2.699 -11.658 -3.392
N -0.764 0.383 -1.035
O -0.132 0.097 -0.665
S 0.087 -1.482 1.867
H -0.063 0.188 0.460
H 0.912 0.183 -0.390

Summary:
- maximum force (eV/Å) = 13.0
- HOMO energy (alpha / beta) (eV) = -10.917 / -10.304
- molecular weight (g/mol) = 90.1
- charge = 0
- structure (SMILES) = N#C[S@H](=N)=O
- Kohn-Sham gap (alpha / beta) (eV) = 8.68 / 8.01
- energy above the lowest of the compared OMol25 structures with the same formula, charge and spin (kcal per mole) = 199.4

***

Q: What is the maximum force in the second record?
A: 13.0 eV/Å

***

Q: What is the charge in the second record?
A: 0